C39H39Cl2I2N6O11P | ωB97M-V/def2-TZVPD

Each line ends with the Löwdin charge.
Positions of all 100 atoms, in Å:
C -0.281 -0.674 3.436  -0.0119
C 0.741 -1.587 2.731  -0.5584
O 1.874 -1.505 3.091  0.0823
N 0.441 -2.566 1.709  -0.3125
C -0.065 -3.818 2.291  -0.1292
P -0.583 -1.961 0.347  0.7564
C 0.611 -2.799 -0.839  -0.8717
Cl 0.048 -4.266 -1.668  0.6207
C 1.831 -2.352 -1.047  -0.7963
C 2.769 -3.103 -2.012  -0.1241
Cl 2.418 -0.925 -0.211  0.7036
C -1.666 -1.313 -1.137  -0.8186
I -0.798 -1.003 -3.103  0.9036
C -2.953 -1.003 -1.053  -0.8514
C -3.817 -0.482 -2.216  -0.2402
I -4.046 -1.168 0.806  0.8193
H -0.979 -0.166 2.745  0.0550
H 0.306 0.142 3.895  0.0877
H -0.819 -1.161 4.265  0.0718
H -0.546 -4.472 1.541  0.0682
H 0.819 -4.392 2.639  0.0911
H -0.700 -3.655 3.183  0.0868
H -0.358 -0.603 0.677  0.0459
H -1.644 -2.778 0.812  -0.0021
H 2.339 -3.012 -3.021  0.0751
H 2.887 -4.147 -1.685  0.0779
H 3.734 -2.573 -1.984  0.0470
H -3.623 -1.011 -3.157  0.0281
H -4.874 -0.678 -1.951  0.0432
H -3.738 0.615 -2.301  0.0789
C -0.737 0.329 10.017  -0.0712
C -1.483 1.480 9.803  -0.0730
C -2.236 1.615 8.649  -0.0192
C -2.238 0.589 7.719  -0.1578
C -1.492 -0.562 7.917  -0.0026
C -0.738 -0.688 9.072  -0.0612
N -3.057 0.719 6.508  -0.3465
O -3.687 1.750 6.358  0.0698
O -3.064 -0.213 5.725  0.0645
H -0.154 0.224 10.923  0.1104
H -1.479 2.272 10.541  0.1110
H -2.815 2.515 8.490  0.1201
H -1.492 -1.360 7.187  0.1160
H -0.154 -1.584 9.240  0.1101
C -0.131 3.386 -6.084  -0.0794
C -0.886 4.540 -5.925  -0.0614
C -2.218 4.453 -5.550  -0.0015
C -2.778 3.204 -5.334  -0.1458
C -2.036 2.046 -5.497  -0.0182
C -0.706 2.140 -5.874  -0.0692
N -4.181 3.107 -4.912  -0.3485
O -4.811 4.141 -4.796  0.0755
O -4.633 1.996 -4.698  0.0639
H 0.910 3.457 -6.371  0.0999
H -0.435 5.510 -6.091  0.1087
H -2.800 5.355 -5.428  0.1183
H -2.476 1.071 -5.332  0.0985
H -0.116 1.242 -6.002  0.1044
C 5.499 4.094 -10.364  -0.0715
C 4.745 5.250 -10.206  -0.0662
C 3.413 5.164 -9.832  -0.0037
C 2.851 3.917 -9.616  -0.1458
C 3.590 2.756 -9.778  -0.0015
C 4.921 2.849 -10.154  -0.0642
N 1.447 3.823 -9.196  -0.3469
O 0.820 4.860 -9.080  0.0755
O 0.993 2.715 -8.982  0.0725
H 6.541 4.164 -10.651  0.1075
H 5.198 6.219 -10.372  0.1084
H 2.832 6.068 -9.711  0.1191
H 3.146 1.784 -9.613  0.1204
H 5.509 1.950 -10.281  0.1093
C -8.468 0.967 9.741  -0.0698
C -7.277 1.157 9.052  -0.0589
C -6.092 0.655 9.564  0.0042
C -6.113 -0.039 10.763  -0.1414
C -7.292 -0.229 11.464  -0.0038
C -8.475 0.278 10.948  -0.0662
N -4.861 -0.593 11.294  -0.3396
O -3.843 -0.388 10.659  0.0753
O -4.913 -1.225 12.332  0.0823
H -9.394 1.356 9.337  0.1078
H -7.274 1.695 8.113  0.1116
H -5.168 0.807 9.022  0.1058
H -7.304 -0.767 12.402  0.1193
H -9.403 0.134 11.484  0.1081
C 9.135 -4.654 -3.096  -0.0714
C 8.159 -4.020 -2.339  -0.0634
C 7.078 -3.418 -2.965  -0.0004
C 6.986 -3.463 -4.346  -0.1442
C 7.957 -4.087 -5.113  -0.0038
C 9.037 -4.684 -4.481  -0.0662
N 5.829 -2.848 -5.011  -0.3450
O 5.004 -2.293 -4.309  0.0679
O 5.761 -2.933 -6.222  0.0795
H 9.976 -5.128 -2.604  0.1076
H 8.239 -3.997 -1.260  0.1098
H 6.322 -2.926 -2.370  0.1126
H 7.884 -4.116 -6.191  0.1192
H 9.800 -5.177 -5.068  0.1083

- HOMO: -8.54 eV
- Multiplicity: 1
- Molecular weight: 1123.5 g mol⁻¹
- SMILES: CC(=O)N(C)[PH2](/C(Cl)=C(/C)Cl)/C(I)=C(/C)I.O=[N+]([O-])c1ccccc1.O=[N+]([O-])c1ccccc1.O=[N+]([O-])c1ccccc1.O=[N+]([O-])c1ccccc1.O=[N+]([O-])c1ccccc1